Record 1
108
Properties=species:S:1:pos:R:3 method="wB97M-V/def2-TZVPD" total_charge=-2 e_homo_ev=-0.725 largest_force_ev_per_a=1.1
Cs 1.60840 -1.31443 -1.15584
C 1.13637 1.94572 1.49917
O 2.01097 0.94847 1.99654
C 2.73543 1.23308 3.10081
C 2.57153 2.38699 3.86080
C 3.34828 2.58989 4.99773
C 4.28760 1.64723 5.37948
C 4.45351 0.49548 4.62073
C 3.69088 0.26687 3.48213
N 3.79490 -0.85948 2.63024
N 4.63591 -1.70781 3.03174
C 4.83523 -2.84090 2.28380
C 4.12699 -3.16235 1.07216
O 3.23958 -2.46771 0.52939
C 4.48425 -4.43697 0.44631
C 5.40098 -5.27767 0.95680
C 6.10564 -4.97026 2.16772
C 7.05797 -5.85579 2.69759
C 7.73482 -5.56838 3.85799
C 7.45832 -4.35963 4.51546
C 6.53123 -3.47846 4.01530
C 5.81711 -3.75097 2.82343
H 1.67848 2.87519 1.29511
H 0.32544 2.15132 2.20576
H 0.70011 1.56275 0.58242
H 1.83933 3.12776 3.57301
H 3.21042 3.49321 5.58017
H 4.89403 1.80694 6.26298
H 5.18374 -0.25446 4.89238
H 3.95062 -4.66834 -0.46843
H 5.62619 -6.21456 0.45551
H 7.24985 -6.78195 2.16478
H 8.46708 -6.25916 4.25807
H 7.98334 -4.11475 5.43227
H 6.32735 -2.55185 4.53171
O -2.75846 -1.08586 -7.76344
C -1.90894 -1.14585 -6.88973
S -1.54378 -2.57467 -5.94077
C -0.29734 -1.89738 -4.86709
C -0.01279 -0.58542 -5.05722
S 1.09497 0.47640 -4.23011
S -0.89680 0.19796 -6.38756
S 0.39106 -3.05701 -3.76187
C -0.79665 -0.15397 3.38234
P -0.57367 -1.24794 1.91611
C 0.40710 -2.58381 2.70249
C -2.26936 -1.99667 1.89571
C -2.39756 -3.24184 1.01019
P -1.35907 -3.18941 -0.52856
C -2.04883 -4.65430 -1.39202
C -2.19379 -1.85012 -1.45361
H 0.16871 0.27792 3.64896
H -1.19050 -0.69697 4.24682
H -1.48004 0.66169 3.13529
H -0.04879 -2.95108 3.62749
H 1.40833 -2.19710 2.90621
H 0.52374 -3.40701 1.99610
H -2.92991 -1.20772 1.52054
H -2.59143 -2.22222 2.91966
H -3.44894 -3.41546 0.75120
H -2.05848 -4.12238 1.56571
H -3.14251 -4.63076 -1.42990
H -1.72545 -5.56966 -0.89209
H -1.64305 -4.64525 -2.40567
H -3.27451 -2.01639 -1.51580
H -1.76319 -1.83643 -2.45839
H -1.98721 -0.88316 -0.98519
O -1.08109 1.52067 -0.78514
P -2.17459 2.34660 -1.33543
N -1.54168 3.62938 -2.18115
C -0.12146 3.68173 -2.56937
C -0.17642 4.02885 -4.04941
C -1.36303 4.98792 -4.14216
C -2.33566 4.50131 -3.05144
N -3.28941 1.69136 -2.36043
C -4.38877 0.83561 -1.90532
C -4.96817 0.30777 -3.21372
C -3.73980 0.11261 -4.10788
C -2.74805 1.19091 -3.65275
N -3.14187 2.90207 -0.08558
C -2.41068 3.31613 1.12799
C -3.20427 4.50491 1.67934
C -3.86129 5.09146 0.43131
C -4.25004 3.82924 -0.33052
H 0.35651 2.72214 -2.38821
H 0.39792 4.46325 -1.99792
H -0.34562 3.10906 -4.61064
H 0.75505 4.46454 -4.41140
H -1.83150 4.98533 -5.12721
H -1.04653 6.01288 -3.92874
H -3.17783 3.94543 -3.47200
H -2.74798 5.35229 -2.49520
H -5.11070 1.41239 -1.32523
H -4.03360 0.01079 -1.27853
H -5.63912 1.05649 -3.64464
H -5.53759 -0.61158 -3.06837
H -3.97588 0.20986 -5.16690
H -3.30697 -0.87719 -3.96906
H -2.68444 2.01309 -4.36880
H -1.73932 0.78722 -3.53391
H -1.38861 3.61531 0.87478
H -2.33992 2.49290 1.84052
H -2.56721 5.21105 2.21216
H -3.97484 4.15784 2.37294
H -3.12613 5.65579 -0.14887
H -4.71001 5.74222 0.64754
H -4.40028 3.98714 -1.39836
H -5.18386 3.42004 0.07671



Record 2
120
Properties=species:S:1:pos:R:3 method="wB97M-V/def2-TZVPD" spin_multiplicity=2 total_charge=+1 e_homo_ev="-12.504 / -12.504" s2=0.760 largest_force_ev_per_a=5.6
C 10.29942 -5.13988 -0.12335
C 9.00157 -5.21755 -0.90292
C 8.17448 -3.94847 -0.78824
C 7.47908 -3.78064 0.47974
N 6.97771 -3.59189 1.55605
H 11.00357 -5.96678 -0.21564
H 10.13188 -4.95757 0.93816
H 10.82812 -4.25576 -0.47959
H 8.40127 -6.04041 -0.51480
H 9.38245 -5.42908 -1.90206
H 7.33537 -3.95757 -1.48387
H 8.81248 -3.09040 -0.99981
C 14.33060 -4.71209 -1.53530
C 15.17318 -5.79671 -0.84193
C 15.42319 -5.65543 0.70226
C 16.41391 -4.58103 0.97678
N 17.22019 -3.80101 1.23490
H 14.13020 -4.93184 -2.58395
H 14.72005 -3.72029 -1.30561
H 13.39282 -4.56939 -0.99836
H 16.16135 -5.92911 -1.28247
H 14.66131 -6.74164 -1.02412
H 15.61569 -6.65506 1.09188
H 14.49468 -5.35263 1.18626
C 11.91742 -5.90503 4.28297
C 10.83207 -4.79997 4.29040
C 9.46997 -5.41520 4.01369
C 8.94173 -6.12500 5.18678
N 8.53131 -6.59513 6.16507
H 12.95691 -5.58395 4.21611
H 11.75102 -6.48927 3.37794
H 11.86000 -6.68334 5.04391
H 10.96653 -3.98436 3.57991
H 10.87949 -4.35298 5.28340
H 9.43152 -6.03564 3.11831
H 8.67715 -4.67191 3.92968
C 17.54744 -0.71105 -1.66345
C 18.09391 -1.85094 -2.61902
C 19.01404 -1.29975 -3.80212
C 20.16737 -0.44042 -3.31028
N 20.97027 0.22618 -2.84139
H 17.10357 -1.25503 -0.82969
H 16.83050 -0.05075 -2.15141
H 18.49614 -0.27888 -1.34515
H 17.19802 -2.32556 -3.01929
H 18.66476 -2.60553 -2.07788
H 18.37288 -0.79343 -4.52368
H 19.35823 -2.13975 -4.40547
C 14.70409 -0.84222 5.57990
C 14.25234 -1.22098 7.02409
C 15.42194 -1.08532 8.10022
C 15.59062 0.27478 8.58388
N 15.63419 1.40236 8.91372
H 13.95081 -1.11823 4.84201
H 15.65031 -1.33324 5.35262
H 14.99592 0.20784 5.56210
H 14.07869 -2.29701 7.01331
H 13.38293 -0.83519 7.55643
H 16.40524 -1.29201 7.67774
H 15.22849 -1.80702 8.89384
C 11.76241 4.63482 0.80391
C 11.32922 3.29818 0.30145
O 9.94971 3.46970 0.59637
C 9.62628 4.70096 0.25264
O 8.49378 5.20177 0.03733
O 10.76918 5.39753 0.21227
F 11.95743 2.38228 1.10963
H 12.67203 5.06875 0.38870
H 11.76341 4.65452 1.89373
H 11.50069 3.10785 -0.75801
C 14.05628 -0.55948 1.48092
C 13.24290 -0.56512 0.24328
O 12.85956 -1.94809 0.14438
C 12.97089 -2.43436 1.37581
O 12.66792 -3.58781 1.65376
O 13.48034 -1.51800 2.25651
F 13.98263 -0.26955 -0.83573
H 13.78682 0.40852 1.90336
H 15.11738 -0.74896 1.31889
H 12.41589 0.14452 0.26722
C 13.41440 3.45951 6.92445
C 12.60983 2.18949 7.16866
O 11.92923 2.14106 5.92261
C 12.74539 2.61462 4.94657
O 12.67670 2.31814 3.79224
O 13.52411 3.50661 5.51001
F 11.71870 2.57682 8.00586
H 14.32635 3.44094 7.52119
H 12.81168 4.34424 7.12962
H 13.13678 1.36603 7.65068
C 12.73304 0.54368 -5.47705
C 12.90022 -0.08903 -4.10238
O 14.14752 0.27835 -3.72001
C 14.88154 0.57284 -4.84106
O 16.08260 0.64081 -4.95673
O 14.08150 0.47726 -5.89805
F 12.74286 -1.40076 -4.23061
H 12.57505 1.61456 -5.60493
H 12.08042 0.11971 -6.24022
H 12.08053 0.19168 -3.44101
C 10.74233 -0.67521 4.38736
C 9.72209 0.49913 4.49005
O 8.77617 -0.02505 5.43279
C 9.35710 -1.05923 6.13465
O 8.86726 -1.85475 6.87800
O 10.64378 -1.23181 5.65291
F 9.09577 0.64531 3.35509
H 11.73438 -0.25136 4.23159
H 10.55006 -1.27743 3.49940
H 10.07072 1.48703 4.79105
C 7.49061 1.63756 0.24877
C 8.39632 0.73275 -0.71933
O 7.72936 -0.48469 -0.75239
C 6.50028 -0.28074 -0.18441
O 5.58972 -1.04980 -0.30113
O 6.59538 0.67855 0.73013
F 9.68452 0.54615 -0.36787
H 6.99796 2.46146 -0.26756
H 8.11819 2.03758 1.04514
H 8.29863 0.97288 -1.77805